{"formula": "C26H32ClInO4", "method": "ωB97M-V/def2-TZVPD", "orbital_gap_ev": 6.34, "lumo_energy_ev": -1.255, "energy_ev": -53362.606, "elements": ["C", "H", "H", "C", "H", "H", "H", "H", "H", "C", "C", "C", "H", "C", "H", "Cl", "C", "H", "H", "H", "H", "H", "C", "H", "H", "C", "H", "H", "H", "C", "H", "H", "C", "C", "H", "O", "H", "H", "C", "H", "C", "H", "C", "C", "C", "C", "O", "O", "C", "C", "H", "C", "H", "O", "C", "C", "C", "H", "H", "H", "C", "H", "In", "C"], "xyz": [[2.881930, -3.914534, -3.678149], [1.535345, -5.262688, -1.705912], [2.304980, -0.683654, 0.365016], [-1.387041, 1.444115, -1.507176], [1.872183, -3.540302, -0.363568], [2.445928, 0.864490, 0.828995], [-1.477811, 0.450481, -1.939445], [2.302789, -3.033692, 1.240195], [2.719893, -6.095350, -3.611812], [1.148575, -1.170111, -1.410313], [4.042097, -2.936563, -3.854294], [0.150426, -2.560569, 0.202282], [-3.492250, 1.841182, -0.773503], [2.477113, -4.756327, -1.921851], [4.318669, -5.422971, -2.976609], [-7.175601, 3.297258, 6.293629], [-2.468769, 2.180314, -0.859950], [0.791195, -0.086488, -1.302322], [3.666399, -1.987839, -4.258356], [2.597714, 3.314680, -0.240134], [4.810539, -3.305000, -4.550233], [0.855388, 0.962590, 3.029916], [-2.019592, 3.517068, -0.654001], [-6.193978, 0.877275, 5.137185], [-2.568359, 4.309480, -0.167956], [-2.724586, 2.219251, 2.426904], [1.102769, -4.706947, -4.532154], [1.632332, -3.208583, -5.309551], [-0.325349, -1.868309, 0.973375], [-0.364783, 2.416718, -1.825660], [-3.393935, 4.651146, 3.540064], [2.515410, -4.688362, -5.667866], [0.690827, 3.176622, 2.506746], [1.896732, 1.726167, 1.151072], [3.265168, -1.660994, -0.797005], [-2.659387, 0.974155, 2.045483], [-4.256493, 0.451941, 3.662460], [1.318573, 5.010072, 1.410322], [1.003210, 1.769690, 2.305547], [-0.339170, -3.558500, 0.264725], [2.028531, 3.031825, 0.641215], [0.070889, 3.567983, 3.316775], [-0.735108, 3.652804, -1.264331], [3.246341, -5.294295, -3.104380], [1.687817, -2.716788, 0.350453], [-5.900275, 3.014305, 5.207764], [-1.957814, 3.103023, 1.980015], [2.095518, -3.505959, -2.501719], [-4.037553, 3.841092, 3.886817], [1.978000, -4.144830, -4.876081], [-0.120498, 4.550206, -1.230610], [-4.511473, 1.476766, 3.940798], [1.516663, -1.363623, -2.419243], [0.005434, -2.070824, -1.215351], [1.326274, 3.921653, 1.505707], [-5.112261, 4.082389, 4.753256], [2.242850, -1.494804, -0.364380], [4.516501, -2.751992, -2.878734], [0.560773, 2.203505, -2.362221], [3.100014, -4.639787, -1.025374], [-5.597856, 1.711905, 4.787687], [-5.334376, 5.099424, 5.063315], [-0.800521, 1.180919, 0.898841], [-3.766949, 2.538193, 3.433688]], "forces_ev_per_a": [[0.2, 0.2, -1.1], [0.3, -0.5, 0.4], [0.2, -0.3, -0.3], [0.3, 0.0, 0.7], [-0.2, 0.6, 0.9], [0.0, 0.1, -0.1], [0.0, 0.2, 0.0], [-1.4, 0.7, -0.2], [0.4, -0.2, -0.1], [-0.6, 0.8, 0.0], [-0.1, -0.1, -0.2], [0.0, 0.0, -0.4], [0.2, -0.2, 0.4], [-0.5, -0.7, 1.3], [-0.1, -0.4, 0.1], [-0.6, 0.1, 0.4], [0.4, 1.7, 0.1], [0.5, -1.4, -0.2], [0.1, -0.1, 0.2], [-0.1, -0.1, 0.2], [-0.3, 0.0, 0.2], [0.5, 0.4, 0.0], [-0.3, -1.4, -1.3], [0.0, 0.1, 0.1], [0.0, -0.1, 0.0], [0.4, 0.3, -0.2], [0.2, 0.0, -0.2], [-0.1, 0.2, 0.0], [0.4, -0.5, -1.0], [0.3, 0.7, 0.8], [-0.3, -0.2, 0.1], [-0.2, 0.0, 0.3], [0.6, 0.4, -0.1], [0.3, 1.5, -1.0], [-1.0, 0.1, 0.3], [0.8, 0.5, 0.1], [-0.2, 0.4, 0.0], [-0.2, -0.5, 0.0], [-1.2, 0.1, -0.3], [0.1, 0.9, -0.1], [0.2, -1.3, 0.8], [0.3, -0.2, -0.5], [-0.2, -1.0, -0.2], [-0.2, 1.0, 0.1], [0.6, -1.3, -1.3], [1.4, -0.3, -1.1], [-0.6, -1.2, 0.6], [1.3, -0.8, -1.2], [-0.2, -0.3, -0.2], [0.1, 0.7, -0.2], [-0.2, -0.3, -0.1], [-0.7, 0.0, 0.2], [-0.2, 0.3, 0.2], [1.2, 0.2, 2.8], [-0.4, -0.6, 0.9], [0.3, -0.3, -0.2], [0.1, 0.3, 0.1], [-0.1, -0.1, -0.3], [-0.3, 0.0, 0.3], [-0.2, -0.1, -0.1], [0.3, 0.2, 0.1], [0.0, -0.2, 0.1], [-0.4, 1.7, -0.8], [-0.4, 0.0, 0.6]]}

=====

{"formula": "C25H51F3N5O5", "method": "ωB97M-V/def2-TZVPD", "charge": -1, "orbital_gap_ev": 6.68, "lumo_energy_ev": 2.316, "energy_ev": -52597.100, "elements": ["C", "H", "H", "H", "C", "H", "C", "H", "H", "C", "H", "H", "C", "O", "H", "C", "H", "H", "O", "C", "H", "C", "H", "H", "H", "H", "H", "O", "H", "F", "C", "H", "H", "H", "C", "H", "C", "H", "H", "H", "H", "N", "C", "C", "H", "H", "H", "H", "H", "H", "H", "H", "H", "O", "H", "N", "H", "H", "C", "H", "H", "C", "N", "F", "H", "H", "N", "H", "H", "H", "C", "F", "H", "H", "H", "C", "H", "C", "H", "C", "C", "C", "C", "C", "N", "C", "H", "C", "O"], "xyz": [[-1.390241, -0.526960, 0.138094], [-3.310925, -4.234571, 0.216234], [-1.294647, -0.050636, -0.835139], [0.339799, -2.231475, -5.089235], [5.403798, -3.218711, -0.403356], [2.967405, -1.094465, -0.334588], [-1.500026, 2.952188, 1.790784], [3.220097, 3.593429, -0.099966], [-3.354794, 0.083570, 7.256911], [6.171015, -1.907294, -0.199201], [-1.123795, 3.140259, -0.351623], [-3.295052, -0.286709, -2.423935], [2.245969, 3.991049, -0.395683], [-5.020473, -3.373546, 0.883654], [0.414691, -0.536686, -6.721418], [1.763029, 3.162583, -1.613912], [-2.076545, 4.432006, 0.392843], [-2.202256, 3.486687, 2.423867], [-1.835797, 1.665461, 4.953513], [3.307164, -0.342999, -1.046824], [2.387381, 5.025018, -0.700248], [0.018802, 4.680807, 0.636531], [-4.580571, 0.086863, 5.247709], [2.056586, 1.073572, -0.057156], [-3.934836, 0.892489, 3.864005], [1.083676, 2.828305, 0.980362], [0.459837, 1.115074, -6.216293], [0.411372, 0.664733, -3.776641], [3.689081, 2.233952, -1.745506], [-6.763086, -2.928508, 2.123059], [-1.215466, 3.777086, 0.522403], [-3.320408, -1.713566, -3.530515], [4.550255, -1.295568, 1.076072], [3.401096, -0.836610, -2.013003], [5.310063, -4.026375, 0.890029], [-3.014500, -3.158038, 1.554591], [-3.985629, -2.160327, -1.487234], [4.415869, -3.016300, -0.807249], [-2.732112, 1.745350, 0.541644], [1.844252, 4.239508, 1.703924], [7.040290, -2.128964, 0.421578], [0.428251, 0.141107, -5.984641], [2.654211, 1.954638, -1.940120], [1.324002, 3.873380, 0.819050], [1.352345, 0.352983, -1.540098], [4.567526, -4.811153, 0.761852], [-1.825869, 0.886656, 7.311460], [-0.853037, 0.045499, 2.145386], [6.270425, -4.482106, 1.114290], [-0.600193, 2.790389, 2.379134], [-3.063809, -1.009868, 1.395715], [-0.115439, 5.399407, 1.441351], [2.558920, 1.696862, -2.991277], [-3.343453, -4.338518, -2.305389], [-2.766383, 1.293346, 2.224937], [-3.152644, -2.274291, -0.287294], [-0.131387, 1.071073, 0.864974], [5.357392, 0.219297, -1.412599], [-1.019157, 0.533217, 1.187266], [5.001143, -3.411002, 1.729885], [0.088627, 5.235512, -0.298561], [-3.583044, -3.273746, 0.635140], [0.352080, -1.520407, -4.384320], [-4.831091, -2.205742, 2.804569], [5.973604, -3.819460, -1.111466], [5.960697, -0.223016, 1.129405], [-3.848607, 0.626132, 4.827343], [1.740701, 3.820256, -2.479775], [-2.106948, -1.548366, -2.291824], [-4.909578, -1.603355, -1.332163], [-4.294250, -3.518650, -2.152155], [-5.807341, -1.281766, 1.099841], [0.754983, 2.796165, -1.439350], [6.528227, -1.568740, -1.169056], [-3.512955, -0.232170, -0.102952], [0.397053, -0.184359, -4.651970], [-0.757357, -1.403698, 0.240470], [-2.103716, 1.590671, 1.417630], [0.320355, -1.793654, -3.419004], [-5.559468, -2.466595, 1.689845], [5.321900, -0.816252, 0.479061], [-3.152601, -1.361907, -2.518721], [-2.846162, -0.974564, 0.329453], [-2.717327, 1.017192, 5.487009], [-2.643925, 0.619632, 6.798718], [4.697824, 0.137107, -0.555515], [4.573701, 1.119818, -0.105094], [2.249771, 0.759809, -1.078653], [-5.478363, -3.658446, -2.530866]], "forces_ev_per_a": [[-0.6, 0.6, 0.6], [-0.5, -0.3, -0.2], [0.2, -0.3, -0.3], [-0.1, 0.0, 0.0], [0.7, 0.1, 0.4], [-0.2, -0.2, -0.1], [-0.2, -0.3, -0.5], [0.2, 0.2, 0.0], [0.0, 0.0, 0.0], [-0.4, -0.3, 0.3], [0.0, -0.2, -0.1], [-0.2, 0.1, -0.2], [0.0, -1.0, 0.1], [0.0, 0.5, 0.8], [0.0, 0.0, 0.0], [0.4, 0.3, -0.1], [-0.2, -0.1, -0.4], [0.0, 0.2, 0.2], [0.0, 0.0, 0.1], [0.3, 0.1, 0.5], [0.0, 0.2, 0.2], [0.0, -0.8, -0.4], [0.0, -0.1, 0.0], [-0.1, 0.1, 0.2], [0.0, -0.1, 0.0], [0.1, -0.2, 0.1], [0.0, 0.0, 0.0], [0.0, 0.0, -0.1], [0.2, 0.0, -0.1], [0.5, 0.2, -0.1], [0.1, 0.6, 1.0], [-0.3, 0.2, -0.2], [-0.1, 0.1, 0.2], [-0.1, 0.0, -0.2], [-0.4, 0.0, -0.4], [-0.3, 0.1, 0.3], [1.2, 0.2, -1.1], [-0.1, 0.0, -0.2], [-0.1, -0.1, -0.2], [0.1, -0.1, 0.1], [0.2, 0.0, -0.1], [0.1, 0.1, 0.0], [-0.4, 0.3, 0.5], [-0.1, 1.0, -0.3], [-0.3, 0.0, 0.3], [0.0, -0.2, 0.2], [0.0, 0.0, 0.0], [0.4, 0.0, 0.2], [0.1, 0.0, 0.2], [0.1, 0.0, 0.1], [0.0, -0.1, 0.2], [0.0, 0.1, 0.1], [0.0, -0.1, -0.1], [-0.2, 0.8, 0.4], [-0.1, -0.3, 0.0], [-0.8, 0.2, 1.0], [0.4, -0.2, 0.1], [0.3, 0.3, 0.0], [-0.7, -0.1, -0.3], [0.0, 0.1, 0.2], [0.1, 0.3, 0.0], [1.3, -0.1, -1.0], [0.2, 0.1, 0.1], [0.0, 0.1, 0.0], [-0.2, -0.1, -0.3], [0.0, 0.0, 0.3], [0.0, 0.1, 0.0], [-0.2, 0.0, -0.2], [0.2, -0.1, -0.2], [-0.2, -0.2, 0.4], [-0.3, -1.2, -0.3], [0.2, 0.1, 0.1], [-0.2, 0.1, -0.1], [0.1, 0.2, 0.0], [-0.1, 0.2, 0.1], [-0.1, -0.2, 0.0], [0.2, 0.0, -0.3], [0.1, 0.5, 0.3], [-0.1, 0.0, 0.0], [-0.8, -0.7, -0.2], [0.7, 0.2, -0.9], [0.3, -0.2, 0.4], [0.1, -0.3, -0.4], [-0.1, -0.1, -0.1], [0.0, 0.0, 0.0], [-0.9, -0.6, 0.3], [0.1, 0.2, 0.0], [0.7, -0.3, -0.9], [0.2, 0.2, 0.0]]}

=====

{"formula": "C13H22BNO2Tb", "method": "ωB97M-V/def2-TZVPD", "charge": -1, "orbital_gap_ev": [5.76, 4.87], "multiplicity": 7, "lumo_energy_ev": [2.933, 2.938], "energy_ev": -42531.812, "elements": ["H", "H", "H", "O", "C", "C", "H", "H", "C", "C", "H", "C", "H", "C", "H", "H", "H", "C", "Tb", "C", "H", "H", "C", "H", "O", "C", "H", "B", "N", "H", "C", "H", "C", "H", "H", "H", "H", "C", "H", "H"], "xyz": [[0.355256, 4.094181, 2.026013], [-1.041557, -3.633201, -2.096125], [-1.509759, 4.868784, -0.695616], [1.233373, -0.876825, 0.689717], [-0.033257, -3.497061, -1.649793], [0.632506, 3.108556, 1.625389], [-1.267392, -2.167107, 1.326953], [2.679954, -2.924514, 1.679698], [1.326881, -2.161829, 0.132954], [-1.166758, -2.892705, 0.492106], [2.579544, 2.704259, 0.662027], [-1.973580, 3.921465, -0.414411], [2.657460, -3.139204, -1.341251], [-2.880209, 2.211762, 0.833846], [-0.928017, -3.890965, 0.915619], [-2.031574, 2.801439, -2.361977], [0.638514, -3.182768, -2.474664], [-2.359303, 3.535342, 0.900623], [-0.550316, 2.124879, 0.197513], [1.695181, -3.179617, 1.232558], [-3.096233, 0.793400, -0.893928], [0.957706, -3.163713, 2.061343], [1.615421, 3.201375, 0.431293], [-2.270117, 4.143428, 1.801102], [-0.488142, -1.202730, -1.059119], [-2.805553, 1.775506, -0.517751], [1.750754, -4.207100, 0.814741], [0.185610, -0.279455, -0.142410], [0.982912, 2.528300, -0.762370], [2.294224, -1.407506, -1.708245], [-0.083298, -2.438567, -0.528728], [-2.155200, -2.969374, -0.010559], [-2.240817, 2.831199, -1.290780], [1.486915, 2.692309, -1.634189], [0.312800, -4.474395, -1.251140], [-3.236509, 1.621991, 1.680663], [3.436866, -1.835602, -0.391044], [2.492138, -2.136426, -0.894024], [1.820593, 4.262662, 0.188048], [0.982980, 2.439825, 2.425919]], "forces_ev_per_a": [[0.4, -0.2, 0.1], [0.5, 0.1, 0.4], [-0.1, -0.4, 0.1], [-2.1, 0.1, -1.8], [0.1, -0.1, -0.3], [2.1, 2.3, 2.9], [0.1, -0.4, -0.5], [-0.5, -0.1, -0.4], [0.9, -1.7, 0.0], [0.1, -0.2, 0.3], [-0.4, 0.2, -0.1], [-1.5, 0.5, -0.3], [-0.1, 0.5, 0.2], [-1.4, 0.6, -0.3], [-0.1, 0.5, -0.2], [0.0, 0.0, 0.4], [-0.3, -0.2, 0.5], [-1.7, 0.8, -0.1], [-1.6, -6.0, 2.5], [-0.1, -0.1, 0.3], [0.2, 0.3, 0.2], [0.4, 0.0, -0.5], [0.8, 0.3, 0.0], [0.0, -0.3, -0.4], [1.9, 0.7, 1.6], [-1.7, 0.5, -0.3], [0.0, 0.5, 0.3], [-0.8, 0.6, 0.5], [6.2, 2.3, -4.8], [0.0, -0.4, 0.5], [0.0, -1.8, -0.2], [0.7, 0.2, 0.2], [-1.7, 0.7, -0.4], [0.3, 0.1, 0.5], [-0.2, 0.4, -0.3], [0.2, 0.2, -0.3], [-0.7, -0.1, -0.2], [0.0, -0.2, -0.3], [0.0, -0.4, 0.2], [0.1, 0.2, -0.1]]}

=====

{"formula": "C2H3NOS", "method": "ωB97M-V/def2-TZVPD", "orbital_gap_ev": [6.64, 6.61], "lumo_energy_ev": [-2.363, -2.394], "energy_ev": -16489.509, "elements": ["H", "O", "S", "N", "C", "H", "C", "H"], "xyz": [[-0.099799, 0.134456, -1.190444], [-1.906931, 0.520914, -1.338246], [-2.592547, 0.286040, -0.022135], [0.618321, -0.130074, -0.651276], [1.394720, -1.085234, -0.193912], [0.047625, -0.284850, 1.386517], [0.890789, -0.044846, 0.762940], [1.647825, 0.603592, 1.246558]], "forces_ev_per_a": [[-2.7, 1.1, -2.9], [-0.9, -0.1, 1.0], [0.4, 0.2, -1.0], [4.6, -1.5, 3.9], [-0.9, -0.2, -1.4], [0.0, -0.3, 0.5], [0.2, 0.7, 0.8], [-0.7, 0.2, -0.9]]}